[1]
Molecular formula: C10H9N
Method: DFT, ωB97M-V with the def2-TZVPD basis set

Cartesian coordinates (Å):
C (-2.408, 2.270, -0.908)
C (-1.466, 1.251, -0.360)
C (-1.791, 0.903, 1.015)
C (-0.917, 0.023, 1.510)
C (0.208, -0.570, 0.775)
C (1.147, -1.430, 1.345)
C (2.243, -1.768, 0.647)
C (2.279, -1.475, -0.840)
C (1.368, -0.672, -1.414)
C (0.377, -0.107, -0.553)
N (-0.432, 0.978, -1.064)
H (-3.521, 2.045, -0.881)
H (-2.269, 3.262, -0.305)
H (-2.127, 2.487, -2.021)
H (-2.736, 1.335, 1.560)
H (-1.108, -0.430, 2.492)
H (0.947, -1.596, 2.335)
H (2.883, -2.651, 0.808)
H (3.241, -1.645, -1.452)
H (1.478, -0.206, -2.401)

Calculated values
- E: -12004.604 eV
- Gap between HOMO and LUMO: 0.34530 Ha
- HOMO level: -8.855 eV
- Molecular weight: 143.189 g/mol
- Energy relative to the best compared isomer or geometry (same formula, charge and spin): 36.8 kcal/mol



[2]
Molecular formula: C2H3N3O2S
Method: DFT, ωB97M-V with the def2-TZVPD basis set

Cartesian coordinates (Å):
C (0.582, 1.135, -0.764)
C (-0.617, -0.219, 0.194)
H (1.550, 2.098, -2.478)
H (-0.046, 2.844, -1.873)
H (1.177, -2.379, 0.737)
N (0.990, 2.277, -1.276)
N (-0.525, 1.129, 0.047)
N (0.487, -0.969, -0.244)
O (1.338, -1.301, 0.837)
O (1.234, -0.071, -0.922)
S (-1.858, -0.884, 1.126)

Calculated values
- E: -21516.411 eV
- Gap between HOMO and LUMO: 0.27489 Ha
- HOMO level: -8.433 eV
- Molecular weight: 133.132 g/mol
- Energy relative to the best compared isomer or geometry (same formula, charge and spin): 140.8 kcal/mol



[3]
Molecular formula: C3H10NO2
Method: DFT, ωB97M-V with the def2-TZVPD basis set

Cartesian coordinates (Å):
C (-0.132, -0.291, 1.074)
N (0.878, -1.220, 0.413)
C (0.068, -1.709, -1.012)
O (-0.539, -0.755, -1.625)
C (0.395, 1.131, 1.320)
H (-0.453, -0.714, 1.965)
H (-1.013, -0.220, 0.406)
H (1.633, -0.782, 0.018)
H (0.960, -1.938, -1.564)
H (-0.746, -2.480, -0.772)
H (1.447, 1.103, 1.705)
H (0.316, 1.679, 0.334)
H (-0.262, 1.539, 2.121)
H (-1.298, 1.961, -1.055)
H (-0.455, 0.863, -1.544)
O (-0.800, 1.834, -1.782)

Calculated values
- Net charge: -1
- E: -8857.107 eV
- Gap between HOMO and LUMO: 0.28470 Ha
- HOMO level: -3.468 eV
- Molecular weight: 92.118 g/mol
- Energy relative to the best compared isomer or geometry (same formula, charge and spin): 38.9 kcal/mol



[4]
Molecular formula: FHO2PtS
Method: DFT, ωB97M-V with the def2-TZVPD basis set

Cartesian coordinates (Å):
S (0.955, 0.683, -0.679)
F (-2.826, -0.037, 0.005)
O (1.469, 1.741, 0.301)
Pt (-1.182, -0.053, -0.014)
O (0.518, -0.780, 0.279)
H (1.066, -1.554, 0.108)

Calculated values
- E: -20904.609 eV
- Gap between HOMO and LUMO (spin up / spin down): 0.28037 / 0.27727 Ha
- Multiplicity: 3
- HOMO level (spin up / spin down): -7.883 / -9.552 eV
- Molecular weight: 279.149 g/mol
- ⟨S²⟩: 2.02
- Energy relative to the best compared isomer or geometry (same formula, charge and spin): 14.3 kcal/mol



[5]
Molecular formula: C3H11NOS2
Method: DFT, ωB97M-V with the def2-TZVPD basis set

Cartesian coordinates (Å):
C (-0.019, 1.616, 1.406)
C (-0.159, 0.416, 0.454)
N (-0.878, 0.808, -0.810)
C (1.257, 0.066, -0.145)
S (2.335, -1.112, 0.743)
S (1.122, -2.821, 0.715)
H (0.586, 2.512, 1.190)
H (-1.065, 1.798, 1.661)
H (0.597, 1.236, 2.243)
H (-0.533, -0.520, 0.881)
H (-1.809, 0.419, -0.765)
H (-0.807, 1.792, -1.010)
H (1.198, -0.178, -1.205)
H (1.816, 1.023, 0.006)
H (0.584, -2.622, 1.920)
O (-1.746, -1.488, -2.324)
H (-1.010, -1.420, -1.713)
H (-1.469, -1.524, -3.247)

Calculated values
- E: -28496.766 eV
- Gap between HOMO and LUMO: 0.34854 Ha
- HOMO level: -9.003 eV
- Molecular weight: 141.261 g/mol
- Energy relative to the best compared isomer or geometry (same formula, charge and spin): 19.1 kcal/mol



[6]
Molecular formula: C28H43BrN2O5P
Method: DFT, ωB97M-V with the def2-TZVPD basis set

Cartesian coordinates (Å):
C (1.882, -1.012, 1.478)
C (3.016, -2.048, 1.514)
C (3.076, -3.023, 0.314)
Br (2.328, -4.737, 0.814)
N (2.448, -2.468, -0.908)
C (1.220, -2.867, -1.276)
C (0.580, -2.353, -2.380)
C (1.231, -1.398, -3.132)
C (0.512, -0.785, -4.293)
O (-0.495, -1.227, -4.701)
O (1.139, 0.293, -4.851)
P (1.081, 1.730, -4.031)
N (2.313, 2.609, -4.361)
C (2.508, -1.015, -2.768)
C (3.122, -1.544, -1.639)
C (4.518, -1.071, -1.315)
C (4.581, 0.200, -0.490)
C (3.848, 1.332, -0.840)
C (3.924, 2.493, -0.085)
C (4.744, 2.557, 1.036)
C (5.501, 1.443, 1.376)
C (5.417, 0.282, 0.617)
H (2.279, -0.005, 1.436)
H (1.356, -1.083, 2.418)
H (1.142, -1.183, 0.702)
H (3.997, -1.604, 1.629)
H (2.865, -2.664, 2.389)
H (4.100, -3.238, 0.054)
H (0.711, -3.586, -0.664)
H (-0.408, -2.675, -2.647)
H (-0.120, 2.342, -4.395)
H (0.978, 1.436, -2.655)
H (2.883, 2.800, -3.548)
H (3.027, -0.287, -3.369)
H (5.146, -1.840, -0.880)
H (4.958, -0.835, -2.279)
H (3.203, 1.353, -1.703)
H (3.341, 3.360, -0.354)
H (4.794, 3.467, 1.607)
H (6.167, 1.453, 2.224)
H (6.010, -0.579, 0.893)
C (-3.153, 0.614, 0.156)
C (-3.134, 0.199, -1.311)
C (-1.643, 0.074, -1.567)
O (-1.041, -0.334, -0.333)
C (-1.997, -0.192, 0.731)
H (-4.098, 0.409, 0.656)
H (-2.947, 1.682, 0.237)
H (-3.623, -0.770, -1.439)
H (-3.619, 0.915, -1.972)
H (-1.209, 1.039, -1.858)
H (-1.411, -0.660, -2.336)
H (-2.322, -1.192, 1.041)
H (-1.516, 0.294, 1.580)
C (-0.832, -3.294, 5.729)
C (-1.880, -3.457, 4.631)
C (-1.392, -2.464, 3.587)
O (0.036, -2.418, 3.708)
C (0.436, -3.083, 4.915)
H (-0.763, -4.149, 6.399)
H (-1.049, -2.407, 6.327)
H (-1.848, -4.472, 4.231)
H (-2.896, -3.253, 4.962)
H (-1.789, -1.461, 3.774)
H (-1.654, -2.756, 2.569)
H (0.901, -4.038, 4.648)
H (1.175, -2.470, 5.432)
C (-6.227, 4.589, -0.540)
C (-6.204, 4.158, -2.003)
C (-4.711, 4.027, -2.263)
O (-4.115, 3.633, -1.020)
C (-5.072, 3.786, 0.037)
H (-7.172, 4.387, -0.038)
H (-6.020, 5.658, -0.460)
H (-6.693, 3.188, -2.116)
H (-6.688, 4.862, -2.677)
H (-4.275, 4.983, -2.569)
H (-4.476, 3.280, -3.024)
H (-5.401, 2.789, 0.351)
H (-4.595, 4.277, 0.886)

Calculated values
- Net charge: +1
- E: -122274.865 eV
- Gap between HOMO and LUMO: 0.25475 Ha
- HOMO level: -11.422 eV
- Molecular weight: 598.539 g/mol



What is the molecular weight in the fourth record?
279.149 g/mol